DFT (ωB97M-V with the def2-TZVPD basis set) results for the molecule CBrCl2NO2.

XYZ file:
```
7
Properties=species:S:1:pos:R:3:forces:R:3
Br 0.665467 -1.291538 0.754971 0.29 0.46 -0.08
Cl -0.060060 1.607565 1.395331 0.33 -0.22 -0.23
Cl -0.794765 -3.168470 1.955923 0.00 0.21 -0.16
O 0.317661 -0.114690 -1.920630 0.00 -0.35 -0.47
O -0.559726 1.769070 -1.318267 -0.22 0.30 -0.28
N 0.004997 0.722419 -1.108623 0.06 0.29 -0.46
C 0.426425 0.475644 0.241295 -0.46 -0.69 1.67
```
Forces are in eV/Å.

Properties
E_HOMO (alpha / beta)	-11.19 / -10.20	eV
total energy	-3737.5207	a.u.
gap between HOMO and LUMO (alpha / beta)	8.27 / 6.52	eV
relative energy (zero: lowest compared OMol25 entry of this formula, charge and spin)	247.7	kJ/mol

---

DFT (ωB97M-V with the def2-TZVPD basis set) results for a cluster of 2 separate species, C3H11NS2 in total.

XYZ file:
```
17
Properties=species:S:1:pos:R:3:forces:R:3
S -2.780139 2.869674 0.296785 0.03 0.07 -0.23
S -1.643384 2.071691 -1.261995 0.10 0.29 0.08
N 0.374233 -0.312448 0.163030 0.30 0.15 -0.12
C 1.722922 0.227791 0.229709 0.08 0.01 0.07
C 0.135420 -1.214016 1.274404 -0.23 0.14 -0.02
C 0.160391 -0.984189 -1.109223 0.00 -0.02 0.17
H -0.898057 -1.198885 -1.232392 -0.10 -0.05 -0.06
H -3.952643 2.558886 -0.270465 -0.05 -0.11 0.15
H 1.879249 0.738158 1.179265 -0.06 -0.01 0.06
H 0.265159 -0.675718 2.210856 0.06 -0.01 0.08
H 0.486229 -0.340158 -1.923766 -0.05 0.06 -0.07
H 2.490238 -0.556048 0.138251 0.03 -0.03 -0.02
H 0.818174 -2.075761 1.257546 0.02 -0.06 0.03
H 1.884185 0.958088 -0.562960 -0.05 -0.02 -0.08
H -0.892889 -1.574059 1.241816 0.01 -0.07 -0.04
H 0.721351 -1.927513 -1.177470 0.06 -0.03 -0.01
H -0.770440 1.434507 -0.453390 -0.14 -0.30 0.01
```
Forces are in eV/Å.

Properties
E_HOMO	-8.45	eV
SMILES	CN(C)C.SS
total energy	-971.9966	a.u.
gap between HOMO and LUMO	8.99	eV
relative energy (zero: lowest compared OMol25 entry of this formula, charge and spin)	56.6	kJ/mol

---

DFT (ωB97M-V with the def2-TZVPD basis set) results for a cluster of 7 separate species, C8H30N10O7 in total.

XYZ file:
```
55
Properties=species:S:1:pos:R:3:forces:R:3
O 0.665437 -3.503750 -3.154033 -0.05 -0.46 0.58
O 2.260286 -2.647482 4.009050 -0.19 -0.05 0.22
O -3.144756 1.936679 -4.299174 0.01 0.23 0.16
O -0.256571 0.196494 -0.145160 0.93 -0.13 0.13
O 0.483744 2.944316 -0.694593 0.43 -0.46 -0.27
O 1.701338 -4.939462 2.422649 0.20 0.08 -0.42
O -2.095268 2.574843 0.969387 0.06 -0.42 -0.22
N 2.202980 4.416503 -1.014427 0.11 -0.40 -0.34
N -2.549116 1.194926 -2.233257 0.96 0.60 -0.39
N 1.382515 -2.385247 -1.311109 0.25 0.08 0.61
N 0.477887 4.902440 0.437464 0.61 -0.81 -0.87
N -0.811067 -2.201237 -2.001661 0.13 0.43 0.23
N -2.429520 4.366476 -0.383208 0.51 -0.21 0.04
N 3.224157 -0.721464 3.252542 -0.19 -0.81 -0.49
N -1.148068 2.569031 -3.420324 0.82 0.34 0.38
N 3.412089 -2.670409 2.044725 -0.11 0.53 0.42
N -4.056730 2.792958 -0.196929 -0.05 -0.53 0.76
C 0.646246 -4.426956 1.602523 -0.28 0.09 0.04
C -0.383154 -5.515973 1.354094 -0.39 0.35 0.22
C -2.800673 3.168893 0.165844 -0.51 1.30 0.03
C -0.145138 -0.474106 1.121787 -1.00 -0.43 -0.45
C 0.429918 -2.774032 -2.204553 0.04 0.32 -1.42
C 1.047778 3.991239 -0.438154 -0.63 0.94 0.33
C 2.916732 -2.062305 3.163816 0.17 0.13 -0.12
C -2.340921 1.915685 -3.376723 -0.61 -0.59 -0.66
H 1.287835 -1.530134 -0.792140 -0.13 -0.03 0.03
H -0.747158 -1.264283 -1.615302 -0.29 -0.08 0.23
H -3.084027 4.986218 -0.819330 0.04 -0.05 -0.13
H 0.391053 -1.415846 0.999915 -0.05 0.01 -0.30
H 0.278025 -3.535738 2.122403 -0.57 -0.22 -0.08
H -1.467121 4.643577 -0.258746 -0.37 0.13 -0.27
H 0.980608 -4.047362 0.631341 0.50 -0.19 0.13
H -0.598991 -6.022112 2.294961 -0.01 -0.12 -0.06
H 2.650173 5.286520 -0.797264 -0.04 -0.01 0.09
H -0.168222 4.484652 1.088751 0.08 0.44 0.37
H -0.032847 -6.234486 0.614880 0.15 -0.07 0.12
H 3.784067 -0.357892 2.503830 0.11 0.56 0.45
H 3.106657 -3.619563 1.871737 0.05 -0.06 -0.16
H -0.881193 3.130249 -4.205665 -0.43 -0.14 -0.25
H 2.274608 -2.841431 -1.308445 0.01 0.00 -0.35
H -3.354363 0.610240 -2.143470 -0.01 -0.02 0.03
H -4.477672 2.077459 0.367852 -0.13 -0.05 -0.18
H -1.181977 -0.719292 1.356014 0.19 -0.12 0.82
H -0.457609 2.502746 -2.688332 -0.20 -0.05 0.15
H -1.392788 -2.237552 -2.823727 0.08 -0.12 -0.08
H -0.401959 1.141963 -0.011761 0.16 0.13 0.29
H 2.596292 3.846570 -1.741884 0.00 0.01 0.00
H 3.903802 -2.094319 1.387615 0.03 -0.45 -0.28
H 3.085760 -0.259069 4.129251 0.08 0.17 -0.03
H 0.373232 0.032150 1.935666 -0.20 0.58 -0.24
H -4.598777 3.277926 -0.884587 0.02 -0.03 -0.06
H -1.796102 1.215199 -1.569078 -0.38 -0.53 0.42
H 1.664915 -4.411415 3.233989 0.32 -0.05 0.09
H -1.322368 -5.104982 0.975195 0.07 0.09 -0.03
H 0.896021 5.811945 0.475753 -0.31 0.12 0.75
```
Forces are in eV/Å.

Properties
E_HOMO	-9.30	eV
SMILES	NC(N)=O.NC(N)=O.NC(N)=O.NC(N)=O.NC(N)=O.CCO.CO
total energy	-1397.2375	a.u.
gap between HOMO and LUMO	9.24	eV
relative energy (zero: lowest compared OMol25 entry of this formula, charge and spin)	72.4	kJ/mol

---

DFT (ωB97M-V with the def2-TZVPD basis set) results for a cluster of 7 separate species, C40H39BF6NO2 in total.

XYZ file:
```
89
Properties=species:S:1:pos:R:3:forces:R:3
F 4.019249 2.468296 -8.542501 -0.01 0.02 -0.04
F -1.982728 -3.587003 0.585492 -0.12 0.06 0.01
F -1.159875 1.634086 5.753843 -0.01 -0.07 0.45
F -0.264823 8.009964 4.956861 0.02 0.03 0.01
F -0.874910 0.995766 -1.159166 0.01 0.02 -0.03
F 2.219500 -5.025700 0.459361 0.06 -0.04 0.05
O -1.342543 -1.124601 -4.417234 0.27 0.05 0.29
O -3.531286 -1.297298 -5.116171 -0.60 -0.91 0.25
N 1.366166 -0.123515 -5.216002 1.03 0.13 0.35
C 4.651762 2.252583 -7.370156 0.15 -0.05 0.26
C -1.053849 6.942261 4.712058 -0.11 -0.18 -0.04
C -0.690766 5.710131 5.217061 0.14 -0.02 0.10
C 1.266508 -3.749545 -2.795903 0.04 0.05 0.12
C -3.202649 -5.600264 0.692032 -0.19 0.09 -0.06
C -1.506235 4.614984 4.967346 -0.05 0.20 -0.06
C -0.328032 1.908539 0.931215 0.09 0.14 -0.05
C -2.200024 7.114175 3.963689 -0.06 0.18 -0.08
C -2.087021 -7.576205 1.499607 -0.03 -0.05 0.00
C 0.606530 0.889896 9.377988 0.01 -0.01 0.06
C -1.660344 -0.201947 2.151632 0.09 0.15 -0.03
C 5.947101 1.813085 -4.983688 0.02 0.00 0.03
C -3.126133 -0.037644 -5.422775 1.08 1.06 0.19
C -2.031458 -4.895834 0.885251 0.07 -0.16 0.00
C -0.920357 -6.845957 1.686479 -0.18 -0.03 -0.03
C -0.938209 0.923053 0.178023 -0.01 0.00 0.24
C 1.797171 -2.808883 -0.236179 0.03 0.06 0.23
C 1.444928 -1.923576 -1.247855 0.03 -0.16 -0.04
C -3.005428 6.012838 3.710607 0.07 -0.06 0.07
C -1.607993 -0.132154 0.767677 -0.12 -0.19 -0.15
C 1.382417 1.273220 8.292987 -0.10 -0.02 0.06
C -0.715014 1.025692 -5.368327 -0.95 0.28 0.44
C 6.011558 2.481148 -7.294449 0.11 0.07 -0.17
C -1.807285 0.207863 -4.617176 0.35 -1.61 0.09
C -1.371304 1.011334 8.014394 -0.24 -0.02 -0.02
C 3.924172 1.810499 -6.283822 -0.27 0.03 -0.14
C 1.178152 -2.391022 -2.526752 -0.04 0.19 -0.20
C -1.056500 0.779468 2.929083 -0.01 -0.11 -0.10
C 4.580105 1.586430 -5.084353 0.15 0.02 0.04
C -0.891116 -5.495888 1.375387 0.25 0.09 0.10
C 1.623908 -4.641540 -1.793651 0.02 -0.25 -0.03
C -0.393381 1.834063 2.315643 -0.06 -0.10 -0.01
C 1.882268 -4.154018 -0.529930 -0.09 0.22 -0.21
C 0.327314 0.132040 -5.878340 0.02 -0.42 -0.60
C 0.788893 1.521538 7.064332 0.13 0.08 -0.18
C -0.768290 0.757380 9.236907 0.13 0.03 -0.04
C -3.224520 -6.952798 1.001246 0.16 0.00 0.06
C -2.661570 4.765623 4.212512 -0.05 -0.06 -0.01
C -0.578949 1.387537 6.950109 0.11 -0.05 0.20
C 6.659963 2.261771 -6.087265 -0.09 -0.04 0.06
B -2.233628 -2.044230 -5.167712 0.00 0.20 -0.80
H -2.441377 0.920588 7.882904 0.01 0.00 -0.03
H 0.189711 2.718526 0.434145 -0.02 -0.01 -0.03
H -3.290956 3.908240 4.013559 0.02 -0.01 -0.02
H -2.110177 -8.631593 1.738669 0.00 0.00 -0.01
H 0.218469 5.614319 5.796491 -0.01 0.03 0.00
H 6.455706 1.638965 -4.044400 0.00 0.00 0.00
H 2.453194 1.379326 8.401774 0.01 -0.01 -0.02
H -2.174865 -1.028251 2.624600 0.00 -0.02 -0.03
H 6.549364 2.823473 -8.169070 -0.03 0.01 0.00
H -2.797967 0.021406 -6.470854 -0.23 0.14 -0.38
H 4.017671 1.232315 -4.230540 -0.07 -0.02 -0.05
H -2.453393 8.096148 3.586543 0.04 0.00 0.00
H -1.914520 -2.057256 -6.389333 0.19 0.00 -0.10
H -4.131620 -7.522452 0.848999 -0.02 0.02 -0.01
H 1.938590 -0.782726 -5.740871 0.09 -0.09 0.09
H -0.243009 1.715406 -4.682888 0.09 0.33 0.19
H 1.047011 -4.115770 -3.789604 -0.04 0.00 0.00
H -1.100097 0.722172 4.003591 0.00 -0.10 -0.18
H -1.373463 0.455209 10.080820 -0.02 0.01 0.00
H -4.076725 -5.094705 0.303671 0.03 0.01 -0.04
H 0.074596 2.603811 2.917049 0.00 0.02 -0.02
H -1.193377 1.567924 -6.180894 0.02 0.25 -0.18
H 1.072703 0.693437 10.334268 0.00 0.00 0.00
H -3.866885 0.733453 -5.221285 -0.34 0.08 0.03
H -2.076806 -0.885260 0.147694 0.06 0.01 -0.05
H 1.996357 -2.463783 0.771131 0.01 -0.02 0.00
H -3.902430 6.129923 3.117509 0.00 0.02 0.00
H 0.889982 -1.700411 -3.311167 -0.11 -0.03 0.05
H -1.240904 3.645901 5.358332 0.01 0.10 -0.04
H 1.374491 -0.864786 -1.035422 -0.03 0.01 0.01
H 1.375245 1.813194 6.202591 -0.03 0.00 -0.01
H 2.859020 1.643228 -6.372653 0.01 -0.04 0.02
H -2.221939 -3.204514 -4.806368 -0.20 0.05 0.52
H 0.184806 -0.338502 -6.844828 -0.38 -0.13 -0.25
H 7.724313 2.441936 -6.009779 0.01 -0.01 -0.02
H 1.696393 -5.704924 -1.984439 -0.01 0.00 0.03
H -0.031866 -7.326957 2.073285 0.02 0.02 -0.02
H 0.006179 -4.906506 1.503188 0.00 0.00 -0.02
H -1.942871 0.593855 -3.605831 -0.31 0.54 -0.10
```
Forces are in eV/Å.

Properties
E_HOMO	-4.05	eV
total energy	-2376.9525	a.u.
total charge	-1
gap between HOMO and LUMO	5.93	eV

---

DFT (ωB97M-V with the def2-TZVPD basis set) results for a structure of composition CH4FNS.

XYZ file:
```
8
Properties=species:S:1:pos:R:3:forces:R:3
S -1.764495 -0.724406 0.046302 0.03 -1.81 -1.69
F -1.504498 -2.233952 -0.739666 -0.31 1.56 0.98
N -0.280665 -0.486622 0.668686 1.52 3.15 -0.67
C 0.938464 0.714664 -0.301477 -3.71 -0.86 0.88
H -0.546024 0.060258 1.524139 0.98 -0.73 -0.57
H 1.504184 0.018684 -0.929242 -0.13 0.42 0.46
H 1.366034 1.160050 0.584290 0.64 -0.13 -0.16
H 0.286999 1.491324 -0.853031 0.99 -1.60 0.77
```
Forces are in eV/Å.

Properties
E_HOMO	-8.44	eV
total energy	-593.2003	a.u.
gap between HOMO and LUMO	8.95	eV
relative energy (zero: lowest compared OMol25 entry of this formula, charge and spin)	274.3	kJ/mol

---

> Among the records above, which one has the lowest total energy?

CBrCl2NO2